Record 1
Below is C17H22BaO10P2S as an isolated structure at a distorted geometry, with properties calculated with ωB97M-V/def2-TZVPD.

XYZ file:
```
53
Properties=species:S:1:pos:R:3
Ba -0.0245 -1.6657 0.4190
C 3.2064 -4.6837 3.4069
C 2.5120 -4.3015 2.1065
O 2.9254 -5.2331 1.1079
P 3.0711 -2.6633 1.5132
O 2.6554 -1.5865 2.5954
O 4.6528 -2.5980 1.6216
O 2.5901 -2.3954 0.1341
P 0.6705 -4.3345 2.3972
O 0.1047 -4.4714 0.8420
O 0.2763 -5.5026 3.1904
O 0.3166 -2.8993 2.7395
H 4.2880 -4.6566 3.2792
H 2.8910 -5.6894 3.6779
H 2.9274 -4.0069 4.2152
H 2.3668 -5.1033 0.3304
H 1.8198 -1.8731 3.0296
H 5.0788 -2.8766 0.8033
H -0.4013 -5.2892 0.7616
O 0.4921 0.8328 -0.3340
S 0.8039 2.2578 -0.6902
C -0.6180 2.8108 -1.6641
C -0.5189 2.2201 -3.0423
C -0.9128 0.9042 -3.2650
C -0.7875 0.3453 -4.5289
C -0.2705 1.0948 -5.5754
C 0.1212 2.4087 -5.3581
C -0.0012 2.9678 -4.0955
C 0.5126 3.1981 0.8475
C -0.9305 3.3057 1.2363
C -1.6436 2.1740 1.6255
C -3.0044 2.2494 1.8732
C -3.6621 3.4662 1.7621
C -2.9564 4.6031 1.3958
C -1.5984 4.5211 1.1253
H -0.5799 3.9023 -1.6841
H -1.5101 2.4852 -1.1282
H -1.3190 0.3101 -2.4559
H -1.1008 -0.6784 -4.6873
H -0.1767 0.6586 -6.5614
H 0.5205 2.9991 -6.1724
H 0.3049 3.9942 -3.9277
H 0.9751 4.1752 0.6967
H 1.1089 2.6490 1.5785
H -1.1388 1.2227 1.7030
H -3.5470 1.3512 2.1344
H -4.7246 3.5272 1.9573
H -3.4655 5.5543 1.3113
H -1.0533 5.4084 0.8230
O -1.9694 -1.9121 -1.4343
C -2.8244 -1.2698 -0.7700
O -2.5966 -0.6676 0.3042
H -3.8565 -1.2394 -1.1701
```

Properties
lowest unoccupied orbital energy: 0.130 eV
total charge: 0

Record 2
Below is C18H24N4O3S as an isolated structure at a distorted geometry, with properties calculated with ωB97M-V/def2-TZVPD.

XYZ file:
```
50
Properties=species:S:1:pos:R:3
C 5.1053 3.6148 -1.6628
C 4.6867 3.1956 -0.3795
C 3.5786 2.2590 -0.5145
C 2.9571 1.7335 0.8662
N 1.8810 0.5864 0.6499
C 2.0918 -0.6485 0.7288
N 1.1834 -1.6276 0.7194
C -0.0766 -1.1473 0.4422
C -1.0821 -2.1393 0.3550
C -2.3234 -1.8848 0.4479
C -2.8582 -0.3049 0.6031
C -1.9288 0.5825 0.6026
C -0.4503 -0.0158 0.5753
C 0.5511 1.3068 0.8373
O 0.2773 2.3890 0.7637
H -2.1537 1.4925 0.9625
N -4.0941 -0.3307 0.6884
C -4.6333 1.0546 0.2101
H -4.7783 1.8812 0.8903
C -5.8341 0.9273 -0.6868
H -5.8977 1.6611 -1.6505
O -5.7830 -0.2341 -1.3533
C -5.7611 -1.3439 -0.6053
H -5.2433 -2.1935 -0.9842
C -5.1893 -0.9719 0.4926
H -5.8892 -0.6837 1.3535
H -4.8259 -2.2313 1.2265
H -6.7663 -1.6226 -0.6077
H -6.8262 0.8494 -0.1257
H -3.7582 1.5387 -0.3683
H -3.0695 -2.5240 0.2915
H -0.7480 -3.2179 0.2230
S 3.8812 -0.9674 0.7247
C 3.7517 -2.9457 0.8552
H 4.6677 -3.1586 1.3832
H 2.9494 -2.8440 1.5330
C 3.7265 -3.5253 -0.6431
O 4.6429 -4.0978 -0.6810
N 2.4658 -3.4110 -1.0194
H 2.2250 -3.7282 -1.8523
H 1.8496 -2.9543 -0.4388
H 2.3200 2.7071 1.6261
H 3.6176 1.3282 1.5358
H 3.7477 1.1431 -0.9794
H 2.4859 2.6407 -1.1402
H 5.5079 2.7246 0.2028
H 4.2372 3.9758 0.1909
H 4.3873 3.8998 -2.3074
H 5.4789 2.8439 -2.3808
H 5.7162 4.4185 -1.5999
```

Properties
lowest unoccupied orbital energy: 0.542 eV
total charge: 0

Record 3
Below is a 2-piece molecular cluster, C5H14 overall at a distorted geometry, with properties calculated with ωB97M-V/def2-TZVPD.

XYZ file:
```
19
Properties=species:S:1:pos:R:3
C 1.4740 -0.5474 0.3194
C 1.5528 -1.8610 -0.4519
C 2.1469 0.5898 -0.4737
H 1.7811 -0.7957 1.3830
H 0.3964 -0.2544 0.3000
H 2.0523 -2.6302 0.0070
H 0.7654 -2.3412 -0.8611
H 1.3008 1.3511 -0.6888
H 2.4954 0.3850 -1.3666
H 2.2192 -1.8316 -1.4153
H 3.0568 1.0374 0.1071
C -1.9647 0.9142 -0.2770
C -2.9045 0.7632 1.0182
H -2.2134 0.3619 -1.1659
H -1.8190 1.9565 -0.7433
H -0.8814 0.6413 -0.0033
H -3.4401 1.6516 1.3124
H -3.6666 -0.0628 0.9205
H -2.3515 0.6721 2.0794
```

Properties
2S+1: 2
lowest unoccupied orbital energy (spin up / spin down): 4.223 / 4.365 eV
total charge: -1
⟨S²⟩: 0.750

Record 4
Below is the molecule C22H28N2O7, with properties calculated with ωB97M-V/def2-TZVPD.

XYZ file:
```
59
Properties=species:S:1:pos:R:3
C 5.5482 2.4073 0.8638
O 5.3317 3.0717 -0.3548
C 4.5995 2.4423 -1.3347
C 3.9858 1.2102 -1.1346
C 3.2465 0.6094 -2.1435
C 2.5935 -0.7184 -1.9875
O 2.3974 -1.4648 -2.9284
N 2.2440 -1.0468 -0.7162
C 1.5368 -2.2727 -0.4068
C 0.0904 -2.0055 -0.0835
C -0.4062 -2.1888 1.1999
C -1.7287 -1.9061 1.4915
C -2.5755 -1.4319 0.4955
C -4.0154 -1.1515 0.7594
O -4.8928 -1.4024 -0.0470
N -4.2645 -0.5404 1.9447
C -5.6000 -0.4371 2.4668
C -5.8325 -1.5163 3.5468
O -5.4593 -2.8016 3.1232
C -6.3095 -3.3866 2.1611
O -5.0388 -1.1633 4.6350
C -5.2181 -1.9801 5.7754
C -2.0845 -1.2682 -0.7968
C -0.7618 -1.5423 -1.0807
C 3.1254 1.2376 -3.3778
C 3.7233 2.4648 -3.5959
O 3.6619 3.1607 -4.7618
C 2.9582 2.5896 -5.8385
C 4.4722 3.0892 -2.5732
O 4.9834 4.2958 -2.9349
C 5.9795 4.9335 -2.1696
H 4.6127 2.2439 1.4095
H 6.0612 1.4508 0.7204
H 6.1866 3.0722 1.4442
H 4.1160 0.7007 -0.1941
H 2.2621 -0.3366 -0.0028
H 1.6170 -2.8981 -1.3009
H 2.0326 -2.7729 0.4316
H 0.2441 -2.5663 1.9768
H -2.1057 -2.0897 2.4878
H -3.5266 -0.4674 2.6276
H -6.2926 -0.5733 1.6344
H -5.7526 0.5421 2.9262
H -6.9089 -1.5213 3.8341
H -7.3563 -3.3322 2.4822
H -6.2020 -2.9102 1.1825
H -6.0029 -4.4282 2.0897
H -4.9508 -3.0172 5.5610
H -4.5596 -1.5758 6.5407
H -6.2576 -1.9380 6.1204
H -2.7579 -0.9256 -1.5677
H -0.3779 -1.4101 -2.0814
H 2.5640 0.7323 -4.1458
H 1.8985 2.4533 -5.6002
H 3.3885 1.6284 -6.1369
H 3.0549 3.2991 -6.6587
H 5.5963 5.2795 -1.2074
H 6.2865 5.7911 -2.7683
H 6.8401 4.2820 -2.0016
```

Properties
lowest unoccupied orbital energy: 0.528 eV
total charge: 0
SMILES: COc1cc(C(=O)NCc2ccc(C(=O)NCC(OC)OC)cc2)cc(OC)c1OC

Molar mass readings, ordered: 617.7, 376.5, 74.2, 432.5 g/mol
Energy relative to the best compared isomer or geometry (same formula, charge and spin) readings, ordered: 0.0, 426.3, 53.8, 89.4 kcal/mol